# 1
Entry from the OMol25 dataset: a 4-piece molecular cluster, C2H12O3S2 overall (ωB97M-V/def2-TZVPD).

As for the SMILES: CSSC.O.O.O. The max |F| comes out at 0.10631 hartree/bohr. The value obtained for the energy above the lowest of the compared OMol25 structures with the same formula, charge and spin is 35.9 kcal/mol.

```
19
Properties=species:S:1:pos:R:3:forces:R:3
C 1.40711 -0.35214 1.88545 -0.953 0.507 -0.129
S 1.99250 0.80439 0.54702 0.636 -0.067 -0.667
S 1.36536 0.27318 -1.46959 0.408 -0.499 1.861
C 2.13970 -1.38179 -1.63102 -0.948 0.317 0.766
H 0.43960 -0.64279 1.38302 0.612 -0.084 1.551
H 2.02511 -1.24153 2.18400 -0.320 0.939 -0.905
H 1.33353 0.32220 2.82808 -0.357 -1.111 -1.765
H 2.91751 -1.46791 -0.90675 1.019 0.288 0.152
H 1.43807 -2.13895 -1.30378 -0.449 -0.112 -0.434
H 2.47554 -1.53342 -2.63538 0.203 -0.099 -0.504
H -2.18342 -1.00829 -0.28630 -1.236 4.141 2.305
H -2.74016 -1.98969 -1.18951 0.882 0.003 0.278
O -1.91529 -1.73813 -0.72459 0.454 -4.314 -2.681
H -3.73110 1.22119 -0.45187 -2.336 1.346 -0.884
H -2.37094 1.41720 0.06816 2.040 2.226 0.810
O -2.98406 0.77863 -0.16824 0.292 -3.313 0.222
H -0.65044 3.62578 0.84435 1.035 3.178 0.861
H -0.03410 2.25997 0.41047 -2.593 1.628 0.759
O -0.92450 2.79207 0.61649 1.611 -4.974 -1.597
```
Positions in Å, forces in eV/Å.

***

# 2
Entry from the OMol25 dataset: a 4-piece molecular cluster, C2H12O3S2 overall (ωB97M-V/def2-TZVPD).

As for the SMILES: CSSC.O.O.O. The max |F| comes out at 0.02545 hartree/bohr. The value obtained for the energy above the lowest of the compared OMol25 structures with the same formula, charge and spin is 17.5 kcal/mol.

```
19
Properties=species:S:1:pos:R:3:forces:R:3
C -0.27508 1.94611 3.44344 0.557 0.541 -1.054
S -0.95508 0.38177 2.87995 -0.129 -0.369 0.231
S 0.62570 -0.93176 2.77903 -0.429 0.329 -0.126
C 0.76713 -1.16618 0.99352 0.567 0.875 0.049
H 0.34030 2.44906 2.68533 0.040 -0.392 -0.010
H 0.32787 1.88075 4.34167 -0.368 -0.061 0.306
H -1.15091 2.58687 3.50869 -0.100 0.029 0.615
H 0.84785 -0.22067 0.45363 0.050 0.088 0.259
H -0.04063 -1.71056 0.54804 -0.352 -0.587 0.020
H 1.72422 -1.65934 0.90358 0.153 -0.458 -0.342
H 1.01751 3.16206 -1.85988 0.178 -0.284 -0.602
H 0.16858 2.36869 -0.99429 -0.232 -0.636 -0.185
O 0.58947 2.29157 -1.86400 0.039 0.848 0.751
H 0.47790 -0.09997 -3.78568 0.030 -0.106 0.019
H -0.95617 -0.20982 -4.22502 -0.089 -0.126 -0.019
O -0.14440 -0.72508 -4.17775 0.076 0.208 0.104
H -0.62926 -3.06712 -2.36075 -0.150 0.141 0.045
H -1.44392 -4.11232 -1.60621 -0.022 0.024 0.027
O -1.29108 -3.16405 -1.66331 0.178 -0.064 -0.090
```
Positions in Å, forces in eV/Å.

***

# 3
Entry from the OMol25 dataset: a 4-piece molecular cluster, C2H12O3S2 overall (ωB97M-V/def2-TZVPD).

As for the SMILES: CSSC.O.O.O. The max |F| comes out at 0.08119 hartree/bohr. The value obtained for the energy above the lowest of the compared OMol25 structures with the same formula, charge and spin is 39.9 kcal/mol.

```
19
Properties=species:S:1:pos:R:3:forces:R:3
C 2.01345 -1.32226 -0.06052 0.893 0.330 -0.761
S 1.52484 -0.50887 1.44988 0.765 0.307 0.274
S -0.45070 -0.73434 1.13694 -1.833 -0.226 -0.820
C -0.53314 -2.39602 0.35484 -4.098 0.648 -0.469
H 1.50687 -0.90324 -0.99732 0.567 -0.941 1.424
H 1.89994 -2.36982 0.21903 -0.343 0.028 -1.135
H 3.09459 -1.22829 -0.15351 0.099 0.388 -0.121
H -1.59902 -2.80815 0.58871 1.836 0.808 -0.183
H 0.14068 -2.89341 0.94439 1.564 -2.014 0.828
H -0.45467 -2.48418 -0.75224 0.507 0.419 0.978
H -0.25837 0.81015 -3.05647 -0.017 -0.013 0.435
H 0.91586 0.51528 -4.05690 -1.075 0.414 0.337
O 0.01072 0.89075 -3.96848 1.039 -0.354 -0.767
H -2.23832 2.15467 -0.53709 0.593 0.224 0.938
H -3.28346 3.02562 -1.37552 2.208 -2.797 0.090
O -2.65247 2.18571 -1.38859 -2.622 2.537 -1.040
H 0.10846 1.66489 0.77056 -0.618 0.674 0.458
H -0.87748 2.55251 1.69587 0.750 -0.506 -0.830
O -0.48615 2.44415 0.80151 -0.216 0.073 0.365
```
Positions in Å, forces in eV/Å.

***

# 4
Entry from the OMol25 dataset: a 5-piece molecular cluster, C2H12O4 overall (ωB97M-V/def2-TZVPD).

As for the SMILES: C=C.O.O.O.O. The max |F| comes out at 0.02714 hartree/bohr. The value obtained for the energy above the lowest of the compared OMol25 structures with the same formula, charge and spin is 29.3 kcal/mol.

```
18
Properties=species:S:1:pos:R:3:forces:R:3
C 1.98285 -2.10283 -0.47766 0.856 0.852 -0.700
C 1.71487 -2.12677 0.81994 -0.166 -0.908 -0.752
H 1.47559 -2.63000 -1.27924 -0.715 0.140 0.452
H 2.77934 -1.48232 -0.89818 0.277 -0.409 0.433
H 0.80563 -2.63563 1.09407 0.009 -0.289 0.570
H 2.43371 -1.84123 1.57515 -0.297 0.638 0.016
H 1.68136 2.78800 0.04328 0.132 0.184 -0.586
H 1.09427 1.99019 -1.23547 0.369 0.358 0.109
O 1.15230 2.05572 -0.27625 -0.571 -0.571 0.423
H -0.41131 1.73408 0.79058 -0.086 0.440 -0.063
H -0.48078 0.67575 1.77894 -0.369 0.197 0.422
O -1.00133 1.45324 1.51230 0.610 -0.810 -0.336
H -2.10569 -0.13991 0.58268 0.061 0.052 0.220
H -3.58556 -0.00598 0.42238 -0.147 -0.117 -0.011
O -2.86805 -0.61950 0.23050 0.078 0.216 -0.141
H -1.96500 0.28894 -1.40736 -0.044 0.123 0.147
H -1.29430 1.69393 -1.37133 -0.277 -0.069 0.199
O -1.40790 0.90432 -1.90434 0.279 -0.027 -0.401
```
Positions in Å, forces in eV/Å.

***

# 5
Entry from the OMol25 dataset: C2H12O6 as an isolated structure (ωB97M-V/def2-TZVPD).

Its total charge is -1. The max |F| comes out at 0.07094 hartree/bohr. As for the total energy: -534.75963 a.u. As for the spin multiplicity: 2.

```
20
Properties=species:S:1:pos:R:3:forces:R:3
O -1.27664 1.21466 0.17386 2.561 0.737 -1.189
C -0.23861 0.43456 0.72474 -0.962 3.023 1.801
O 0.97538 1.06977 0.97397 -1.307 -1.465 -0.507
C -0.75616 -0.16960 2.01239 1.108 -1.924 0.525
H 0.00183 -0.37328 0.05482 0.560 -1.222 -1.037
H -1.03311 0.58685 2.70076 -0.449 1.037 0.429
H -1.62642 -0.79659 1.77068 0.481 0.028 0.197
H 0.09916 -0.73394 2.49766 -1.264 0.256 -0.824
H -0.72862 -3.23059 -1.32293 -0.312 -0.824 -0.303
H -0.76707 1.89900 -0.48794 -1.023 -1.299 1.334
O -0.47336 -2.37224 -1.03167 0.138 0.734 0.429
H 1.12463 3.39942 -0.89098 0.459 0.903 -0.016
H 0.98534 1.84952 0.13317 -0.136 1.696 -1.342
O 0.63319 2.60022 -0.83440 -0.179 -1.373 0.783
H -0.52537 -0.10054 -3.13723 0.227 -0.126 0.816
H -0.42948 -1.09236 -1.86934 0.111 0.132 -0.233
O -0.24268 -0.14350 -2.20494 -0.238 -0.049 -0.897
H 2.11523 -2.27778 0.53502 -2.376 0.239 0.391
H 0.51014 -2.34966 0.10516 0.008 -0.225 -0.718
O 1.16441 -2.16514 0.85922 2.595 -0.277 0.363
```
Positions in Å, forces in eV/Å.

***

# 6
Entry from the OMol25 dataset: C2H13F3HfO5 as an isolated structure (ωB97M-V/def2-TZVPD).

The max |F| comes out at 0.06568 hartree/bohr. The value obtained for the energy above the lowest of the compared OMol25 structures with the same formula, charge and spin is 0.0 kcal/mol.

```
24
Properties=species:S:1:pos:R:3:forces:R:3
Hf -0.23474 0.41087 1.08254 0.970 -1.093 -0.332
F -0.42772 -1.44127 2.39291 0.101 2.803 -1.772
F -1.91670 1.77520 1.81971 2.105 -2.306 -1.144
F 1.13572 2.11474 0.69947 -1.964 -2.231 0.566
C 0.51980 -0.54261 -3.03304 -0.419 -1.707 0.222
C 0.47079 -1.58698 -1.89643 0.227 1.078 0.931
O 0.58430 -0.94562 -0.66091 -0.680 1.771 2.794
H -0.45883 -0.06609 -3.03002 0.219 0.441 -0.386
H 0.69205 -1.11849 -3.94715 -0.268 0.369 -0.308
H 1.35344 0.14108 -2.90280 -0.136 0.135 0.225
H 1.29079 -2.30529 -2.02085 0.077 0.000 0.042
H -0.45189 -2.18255 -1.85581 -0.157 -0.024 -0.716
O 2.04676 -0.29340 1.74729 0.065 0.021 0.005
H 2.72705 0.23291 2.17776 -0.144 0.232 -0.192
H 2.46456 -1.13721 1.54005 -0.482 -0.085 -0.239
O -2.23143 -0.74064 0.36895 -0.243 0.851 -0.089
H -2.36681 -1.40115 -0.32132 0.529 -0.112 0.100
H -2.94125 -0.09213 0.24561 0.030 -0.045 0.373
O -1.07165 1.58266 -0.87554 0.206 0.199 -0.063
H -1.85788 1.58265 -1.42913 -0.060 -0.199 0.190
H -0.58269 2.38070 -1.12156 0.234 -0.147 0.363
O 0.33384 1.10175 3.31039 0.092 0.139 0.094
H -0.19710 0.95942 4.10274 -0.276 -0.214 -0.327
H 1.11960 1.57147 3.60713 -0.029 0.124 -0.340
```
Positions in Å, forces in eV/Å.

***

# 7
Entry from the OMol25 dataset: a 4-piece molecular cluster, C2H13N2O3 overall (ωB97M-V/def2-TZVPD).

Its total charge is +1. The max |F| comes out at 0.03447 hartree/bohr. The value obtained for the energy above the lowest of the compared OMol25 structures with the same formula, charge and spin is 24.4 kcal/mol.

```
20
Properties=species:S:1:pos:R:3:forces:R:3
C -1.26208 -0.69892 0.08475 -0.029 0.183 -0.762
C -1.47861 -0.27695 -1.17605 -0.305 -0.468 0.268
N -2.69142 -0.21673 -1.76660 -0.205 -0.428 0.902
N 0.05963 -0.45822 0.65791 0.899 0.015 -1.528
H -2.03174 -1.13622 0.69657 0.148 0.170 0.366
H -0.65121 -0.01504 -1.81844 0.175 0.402 0.056
H -2.79272 0.04566 -2.71880 -0.097 0.002 -0.426
H -3.50558 -0.53083 -1.24474 0.278 0.266 -0.486
H 0.47159 -1.21565 1.20544 -0.380 0.422 0.611
H 0.12842 0.46607 1.06692 -0.182 -0.195 1.318
H 0.77626 -0.34545 -0.07391 -0.115 -0.370 -0.284
H -0.45484 0.44234 4.11322 0.445 0.607 1.351
H -1.55891 -0.37157 3.47860 -0.121 0.010 0.142
O -0.72596 0.07015 3.29878 -0.339 -0.616 -1.483
H 3.72240 -0.80568 0.32618 -0.738 0.701 -0.289
H 2.90439 0.32016 -0.48456 0.452 -0.308 -0.017
O 2.89610 -0.28085 0.27820 0.203 -0.532 0.312
H 2.26275 2.27624 -1.57665 0.004 0.091 0.676
H 1.94846 1.37221 -2.65159 -0.119 -0.692 -0.581
O 1.98306 1.35928 -1.69521 0.027 0.741 -0.147
```
Positions in Å, forces in eV/Å.

***

# 8
Entry from the OMol25 dataset: a 5-piece molecular cluster, C2H13NO4 overall (ωB97M-V/def2-TZVPD).

As for the SMILES: C=CN.O.O.O.O. The max |F| comes out at 0.03832 hartree/bohr. The value obtained for the energy above the lowest of the compared OMol25 structures with the same formula, charge and spin is 32.9 kcal/mol.

```
20
Properties=species:S:1:pos:R:3:forces:R:3
C -1.92306 -0.34340 0.36935 -0.367 0.849 0.185
C -1.16056 -0.98370 -0.51713 -1.432 -0.267 -1.327
N -0.54206 -0.40450 -1.60561 1.167 0.231 -0.222
H -1.81967 0.73038 0.49693 -0.160 0.077 -0.538
H -2.81121 -0.74004 0.83958 0.564 -0.747 0.519
H -1.09269 -2.06378 -0.58807 -0.341 -0.021 0.160
H -0.71532 0.53150 -1.93771 -0.369 0.133 0.747
H -0.33022 -0.99791 -2.38592 0.222 -0.377 0.247
H -0.23066 3.65352 -0.62907 -0.201 0.012 0.087
H 0.63752 2.41410 -0.57165 -0.061 -0.358 0.336
O -0.23394 2.74815 -0.30086 0.233 0.247 -0.349
H 2.20314 -1.80968 0.10119 -0.007 -0.092 0.121
H 0.99634 -1.91627 1.03010 0.136 0.209 0.038
O 1.38230 -2.29396 0.23044 0.054 -0.174 -0.102
H -0.57636 -0.54977 2.08542 0.205 -0.162 -0.336
H 0.12267 0.70918 2.41188 0.479 0.198 -0.122
O 0.31854 -0.17428 2.08049 -0.302 -0.054 0.752
H 2.73632 0.62524 -0.20839 -0.129 -0.609 0.081
H 1.21738 0.05606 -0.48855 0.502 -0.252 0.067
O 1.82154 0.80918 -0.41242 -0.191 1.157 -0.343
```
Positions in Å, forces in eV/Å.

***

# 9
Entry from the OMol25 dataset: a 5-piece molecular cluster, C2H13NO4 overall (ωB97M-V/def2-TZVPD).

As for the SMILES: C=NC.O.O.O.O. The max |F| comes out at 0.02237 hartree/bohr. The value obtained for the energy above the lowest of the compared OMol25 structures with the same formula, charge and spin is 31.7 kcal/mol.

```
20
Properties=species:S:1:pos:R:3:forces:R:3
C -0.73494 -2.07632 1.85102 -0.653 0.604 -0.729
C -2.85536 -3.00496 2.09980 -0.828 0.248 -0.552
N -2.20595 -2.01307 1.67071 0.556 -0.510 0.418
H -0.37585 -1.04440 1.78816 0.147 -0.262 0.279
H -0.48852 -2.54321 2.79458 0.252 -0.075 0.180
H -0.28926 -2.61356 1.01288 0.016 -0.113 0.059
H -3.94866 -2.98561 2.04846 0.213 0.033 -0.109
H -2.42809 -3.93646 2.45705 0.390 -0.018 0.392
H 2.78510 4.13870 -0.35429 -0.100 0.002 -0.044
H 2.00585 5.05075 -1.31158 0.052 -0.084 0.104
O 2.17708 4.88570 -0.37762 -0.048 0.035 -0.011
H -0.41976 1.79617 0.34555 -0.398 0.297 -0.038
H 0.35671 3.19936 0.54000 -0.483 0.012 -0.186
O 0.40762 2.24245 0.54307 0.908 -0.431 0.190
H 3.44187 -1.52170 -4.13639 0.035 0.003 0.011
H 4.92928 -1.74993 -4.42167 -0.135 0.014 -0.023
O 4.06389 -1.71342 -4.84461 0.096 -0.013 0.015
H -2.27967 -0.50829 0.48833 -0.392 0.263 0.241
H -2.83968 0.90923 0.03209 -0.033 -0.430 0.140
O -2.05252 0.36015 0.10995 0.402 0.424 -0.336
```
Positions in Å, forces in eV/Å.

***

# 10
Entry from the OMol25 dataset: a 5-piece molecular cluster, C2H13NO4 overall (ωB97M-V/def2-TZVPD).

As for the SMILES: C=CN.O.O.O.O. The max |F| comes out at 0.12127 hartree/bohr. The value obtained for the energy above the lowest of the compared OMol25 structures with the same formula, charge and spin is 95.2 kcal/mol.

```
20
Properties=species:S:1:pos:R:3:forces:R:3
C 0.93263 -1.84669 -0.47101 -2.833 0.823 0.329
C -0.19068 -1.00652 0.02719 2.709 -5.613 0.218
N -0.11086 -0.33333 1.24181 -3.730 0.598 -2.432
H 1.92720 -1.53235 -0.75202 0.252 0.433 1.052
H 0.80058 -2.97096 -0.70655 -0.658 2.286 -0.518
H -1.20122 -1.47986 -0.28970 1.417 1.445 1.136
H 0.64068 -0.19480 1.81294 2.829 0.102 0.854
H -0.95972 -0.01421 1.69589 0.136 0.069 -0.716
H 4.41747 1.21934 -1.14156 -0.858 -0.231 -0.407
H 5.65207 1.83934 -1.97153 -1.434 -1.172 3.142
O 5.30712 1.51861 -1.02911 2.266 1.400 -2.704
H 3.28320 2.04454 2.47624 1.472 2.787 -0.845
H 3.40375 0.69394 2.97058 -1.727 0.864 -0.542
O 2.70980 1.35394 2.64818 0.223 -3.724 1.365
H -5.91140 2.25912 -2.35278 0.830 0.772 -0.391
H -5.80979 2.71525 -3.78668 0.690 0.364 0.770
O -5.36539 2.85963 -2.91787 -1.518 -1.135 -0.379
H -2.48431 -2.87946 0.72313 -2.851 1.847 -0.397
H -3.69676 -1.91664 1.34123 1.091 -1.156 -1.829
O -3.34435 -2.32891 0.48162 1.696 -0.758 2.292
```
Positions in Å, forces in eV/Å.

***

- What is the formula in the fifth record?
  C2H12O6

***

- Look up the max |F| of the second one.
  0.02545 hartree/bohr

***

- Number 5 is which compound?
  C2H12O6